*a*
DFT (wB97M-V/def2-TZVPD) results for the molecule C7H6O.

XYZ file:
```
14
Properties=species:S:1:pos:R:3
C -1.8848 -0.0468 -1.0523
C -1.1911 -0.4976 0.1103
C -0.6444 -1.0180 -1.3446
C 0.1336 0.3121 -0.5931
C -0.7421 0.4470 -1.7807
C 0.9330 0.6050 0.7280
C 1.0471 -0.5232 1.6864
O 1.5392 0.4123 -0.4106
H -2.9554 -0.1440 -1.3196
H -0.5978 0.8695 -2.8199
H 1.0701 1.7058 1.0025
H 0.6645 -1.4130 1.1299
H 0.6189 -0.1286 2.6363
H 2.0092 -0.5805 2.0275
```

The highest occupied orbital energy comes out at -8.936 eV. The value obtained for the LUMO energy is 0.2 eV. The HOMO-LUMO gap is 9.12 eV. Its multiplicity is 1.

---

*b*
DFT (wB97M-V/def2-TZVPD) results for C7H6O as an isolated structure.

XYZ file:
```
14
Properties=species:S:1:pos:R:3
C -1.9831 -0.7315 -2.2680
C -0.7825 -0.6153 -1.6492
C -0.0586 -0.4293 -0.6132
C 0.4491 -1.2395 0.1791
C 0.9304 -0.6866 1.6066
C 1.1103 0.6079 1.7548
C -0.2495 1.0179 -0.1931
H -2.5451 -0.3547 -3.4359
H 0.5854 -2.3778 0.1413
H 1.4457 -1.0901 2.4677
H 1.6808 1.2629 2.5293
H -0.2466 1.6962 -1.2849
H -1.2635 1.3847 0.1548
O 0.9272 1.5553 0.6106
```

The highest occupied orbital energy comes out at -8.729 eV. The value obtained for the LUMO energy is -0.4 eV. The HOMO-LUMO gap is 8.29 eV. Its multiplicity is 1.

---

Energy relative to the most stable one, in eV: *a* 2.490; *b* 0.000